Below is a cluster of 5 separate species, C32H72F3O6PS in total, with properties calculated with the ωB97M-V functional and the def2-TZVPD basis.

Calculated values
E: -2753.1590 Ha
SMILES: CCSCO[P@](=O)(OCOC(F)(F)F)OC[C@@H](C)O.CCCCCC.CCCCCC.CCCCCC.CCCCCC
Frontier orbital gap: 9.413 eV
E_HOMO: -8.97 eV
Charge: 0
ΔE to the lowest compared entry with this formula, charge and spin: 0.0 kcal/mol

Each line ends with the Mulliken charge.
Positions of all 115 atoms, in Å:
C -1.18883 3.87516 1.43237  -1.3196
C -2.28821 3.76071 0.36684  0.2005
S -3.30085 2.26361 0.58544  -0.1936
C -3.13089 1.44799 -1.02120  -0.4024
O -2.70004 0.09113 -0.87000  -0.1994
P -1.13137 -0.21229 -0.81989  0.8611
O -0.40624 0.41962 0.26903  -0.4905
O -0.62099 0.23276 -2.26159  -0.3717
C -1.16222 -0.35299 -3.43389  -0.3902
O -0.19192 -0.30773 -4.44736  -0.4222
C 0.92455 -1.06248 -4.31043  1.0133
F 1.24723 -1.57066 -5.50048  -0.2516
F 1.95142 -0.32568 -3.88843  -0.2520
F 0.76410 -2.07237 -3.44961  -0.2640
O -1.07858 -1.78040 -0.91954  -0.1291
C -1.22411 -2.56698 0.27408  -0.8774
C -2.67972 -3.06225 0.49326  1.1553
C -3.26496 -2.44329 1.75098  -1.7707
O -3.47462 -2.78590 -0.64530  -0.6130
H -0.23325 3.52682 1.04282  0.3116
H -1.08330 4.90592 1.77319  0.4341
H -1.42681 3.26221 2.30150  0.4491
H -2.96102 4.61495 0.40725  0.2359
H -1.84803 3.71729 -0.62790  -0.2201
H -2.42278 2.00658 -1.63638  0.1890
H -4.09274 1.40266 -1.52506  0.4470
H -1.49675 -1.37133 -3.24209  0.4435
H -1.97902 0.25927 -3.80937  0.2372
H -0.54845 -3.41136 0.15133  0.2518
H -0.87646 -1.97721 1.12521  0.3542
H -2.64032 -4.14929 0.60543  -0.1840
H -2.65607 -2.68760 2.62261  0.4030
H -4.28074 -2.80352 1.92274  0.4093
H -3.27992 -1.35367 1.64755  0.5641
H -4.15495 -2.15126 -0.40226  0.3624
C 1.55846 3.38024 7.38864  -1.2140
C 1.44399 1.99720 6.75603  -0.3338
C 2.47765 1.73901 5.66067  -0.7927
C 2.39051 2.68314 4.45984  -1.0107
C 1.03456 2.70016 3.75551  -0.1058
C 0.62725 1.35187 3.16975  -0.8414
H 1.39822 4.17254 6.65580  0.2843
H 0.82028 3.51328 8.18072  0.3762
H 2.54847 3.52649 7.82645  0.3002
H 0.43570 1.86146 6.35505  0.2365
H 1.56456 1.23734 7.53283  0.3904
H 2.38043 0.70515 5.31893  0.2952
H 3.47985 1.81976 6.09431  0.4171
H 3.15968 2.39374 3.73671  0.4019
H 2.64311 3.69959 4.77502  0.3653
H 1.07527 3.43938 2.95017  0.2059
H 0.26082 3.04999 4.44622  0.3153
H 1.36194 1.00055 2.44371  0.2365
H -0.32744 1.41797 2.64916  0.1806
H 0.53102 0.59271 3.94958  0.3570
C -2.51693 -7.26481 1.48589  -1.3308
C -3.20131 -6.49000 2.60743  0.3454
C -2.90157 -7.03623 4.00248  -0.8599
C -3.36726 -8.47382 4.24180  -0.7949
C -4.85951 -8.71086 4.01428  -0.3260
C -5.75486 -7.89058 4.93721  -1.1915
H -2.84504 -8.30469 1.45542  0.4008
H -2.73840 -6.82621 0.51136  0.3859
H -1.43235 -7.26099 1.61643  0.2748
H -4.28112 -6.47413 2.43484  0.2405
H -2.87371 -5.44684 2.56978  -0.1686
H -3.35494 -6.37590 4.74669  0.3308
H -1.82192 -6.98807 4.17668  0.4188
H -3.11742 -8.75092 5.27081  0.3894
H -2.79817 -9.15416 3.60260  0.3046
H -5.06795 -9.77315 4.16469  0.3747
H -5.11716 -8.49865 2.97277  0.2330
H -5.53828 -8.11078 5.98482  0.2981
H -6.80821 -8.11139 4.76075  0.3764
H -5.61606 -6.81872 4.78690  0.2780
C 0.67232 7.66780 -4.13997  -1.1752
C -0.27570 8.44638 -3.23377  -0.4369
C -0.43236 7.83291 -1.84307  -0.9350
C -1.01202 6.41737 -1.82783  -0.0597
C -2.37983 6.27192 -2.49276  -0.2852
C -3.47245 7.09906 -1.82343  -1.2531
H 0.31681 6.65192 -4.31974  0.2728
H 0.77541 8.15372 -5.11086  0.3827
H 1.66672 7.59835 -3.69377  0.2929
H -1.25358 8.53316 -3.71596  0.2275
H 0.09525 9.46820 -3.12073  0.3757
H -1.05701 8.49073 -1.23271  0.3660
H 0.54632 7.80960 -1.35369  0.4025
H -1.08848 6.08833 -0.78618  -0.0846
H -0.30827 5.73065 -2.30723  0.3860
H -2.66788 5.21645 -2.46954  0.1683
H -2.31252 6.54130 -3.55032  0.3987
H -3.58007 6.82330 -0.77156  0.2464
H -4.43690 6.94480 -2.30877  0.3846
H -3.25175 8.16657 -1.86539  0.3236
C 8.23459 -3.27176 -4.28713  -1.2008
C 7.89334 -2.15389 -5.26691  -0.3404
C 7.14500 -0.98655 -4.62473  -0.7665
C 5.78829 -1.34901 -4.01732  -0.6890
C 4.79901 -1.98827 -4.99010  -0.1934
C 4.43054 -1.08752 -6.16429  -1.2335
H 7.33713 -3.71580 -3.85371  0.2838
H 8.78944 -4.07118 -4.77999  0.3773
H 8.84931 -2.89479 -3.46670  0.2955
H 7.30773 -2.56119 -6.09586  0.2333
H 8.81685 -1.77180 -5.70987  0.3776
H 7.01293 -0.19745 -5.36989  0.2993
H 7.77214 -0.55456 -3.83818  0.3874
H 5.33883 -0.44003 -3.60497  0.3350
H 5.93553 -2.02116 -3.16752  0.3361
H 3.89241 -2.24610 -4.43721  0.1751
H 5.19991 -2.93361 -5.36725  0.3290
H 3.99745 -0.14893 -5.81275  0.2138
H 3.69814 -1.57018 -6.81198  0.3230
H 5.30211 -0.84788 -6.77592  0.4453